Density functional theory data (wB97M-V/def2-TZVPD) for a structure of composition C33H35N8OPRuS at a distorted geometry.

Positions of all 80 atoms, in Å:
Ru 0.063 0.318 -0.356
N -1.878 -6.846 7.128
C -1.694 -5.991 6.370
C -1.537 -4.928 5.390
C -0.281 -4.585 4.919
C -0.100 -3.619 3.964
C -1.239 -2.946 3.469
C -2.522 -3.282 3.919
C -2.667 -4.262 4.895
C -1.013 -1.953 2.364
C -1.049 -0.612 2.671
C -1.243 -0.031 3.955
C -1.051 1.328 3.829
C -0.732 1.523 2.474
N -0.733 0.402 1.763
C -0.581 -2.544 1.137
C -0.638 -3.906 0.839
C 0.015 -4.095 -0.386
C 0.426 -2.807 -0.787
N 0.032 -1.876 0.101
H 0.592 -5.109 5.298
H 0.910 -3.351 3.658
H -3.387 -2.744 3.523
H -3.629 -4.521 5.295
H -1.571 -0.592 4.812
H -1.128 2.124 4.565
H -0.529 2.465 2.011
H -1.014 -4.678 1.475
H 0.250 -5.015 -0.909
H 1.028 -2.547 -1.675
S -1.996 1.886 -0.332
C -1.987 2.901 -1.728
N -3.171 3.557 -2.070
C -3.287 4.250 -3.273
C -2.177 4.397 -4.069
C -0.962 3.884 -3.593
N -0.906 3.144 -2.421
H -4.009 3.444 -1.494
H -4.267 4.613 -3.510
H -2.219 4.911 -5.010
H -0.014 3.929 -4.162
C -2.092 0.430 -3.728
P -1.133 -0.627 -2.601
C -0.211 -1.676 -3.821
C -2.482 -1.719 -2.064
H -2.596 -0.222 -4.449
H -1.471 1.131 -4.241
H -2.813 0.973 -3.150
H -0.569 -1.410 -4.803
H -0.444 -2.739 -3.620
H 0.856 -1.515 -3.745
H -2.204 -2.338 -1.190
H -2.729 -2.347 -2.927
H -3.351 -1.099 -1.831
C 4.107 -0.216 -2.810
C 3.876 -0.860 -1.626
C 2.646 -0.744 -1.022
C 1.674 0.066 -1.591
C 1.872 0.707 -2.821
C 3.145 0.587 -3.403
H 5.038 -0.359 -3.313
H 4.662 -1.468 -1.204
H 2.434 -1.272 -0.114
H 1.137 1.362 -3.263
H 3.336 1.047 -4.375
C 3.472 4.680 0.950
N 2.812 3.427 1.074
C 3.188 2.436 2.042
C 2.378 1.245 1.592
O 2.474 0.149 2.052
N 1.522 1.680 0.575
C 1.870 2.939 0.278
N 1.290 3.620 -0.685
H 4.356 4.699 1.616
H 2.874 5.526 1.270
H 3.805 4.896 -0.077
H 2.823 2.683 3.036
H 4.237 2.270 2.056
H 0.555 3.225 -1.272
H 1.553 4.596 -0.847

Properties
2S+1 = 6
frontier orbital gap (spin up / spin down) = 3.73 / 4.21 eV
F_max = 3.24 eV/A
DFT total energy = -2625.922709 hartree
charge = +1